Computed, not measured: 6 unconnected molecules or ions with the total composition C26H54N2O14S6, with ωB97M-V/def2-TZVPD.

Calculated values
Structure (SMILES): NCCCC[C@@]1(N)COS(=O)(=O)O1.O=S1(=O)CCCC1.O=S1(=O)CCCC1.O=S1(=O)CCCC1.O=S1(=O)CCCC1.O=S1(=O)CCCC1

The geometry in XYZ format:
```
102
Properties=species:S:1:pos:R:3:forces:R:3
N -4.4003 1.5767 0.1655 0.02 0.01 0.06
C -4.7184 1.0150 -1.1520 0.05 0.08 0.04
C -3.4704 0.4653 -1.8628 0.02 -0.03 0.00
C -3.3706 -1.0640 -1.7752 0.05 -0.21 -0.07
C -1.9729 -1.6919 -1.6717 -0.04 0.11 0.01
C -1.3340 -1.6543 -0.2810 0.03 -0.29 0.01
N -2.0423 -2.5484 0.5871 -0.18 0.08 -0.02
C 0.1929 -1.9869 -0.2930 -0.01 -0.11 0.15
O 0.9113 -0.8156 0.1440 0.08 -0.06 -0.05
S -0.0373 0.4412 -0.0079 -0.06 0.03 0.01
O 0.2584 1.3780 1.0108 0.04 -0.01 -0.08
O -0.0571 0.8282 -1.3820 0.02 0.12 0.10
O -1.3654 -0.3285 0.3464 -0.06 0.23 -0.27
H -4.6482 2.5531 0.2307 -0.02 -0.03 -0.01
H -4.8623 1.0797 0.9139 0.04 -0.05 -0.04
H -5.1810 1.7816 -1.7779 -0.04 -0.03 0.02
H -5.4463 0.2073 -1.0308 -0.06 0.07 -0.12
H -2.6081 0.9434 -1.4127 0.07 0.05 0.04
H -3.4725 0.7658 -2.9143 -0.02 -0.06 0.00
H -3.9898 -1.4265 -0.9478 0.05 0.08 0.01
H -3.8227 -1.4847 -2.6775 -0.08 -0.05 0.07
H -1.2950 -1.2791 -2.4202 0.00 0.11 0.07
H -2.0747 -2.7620 -1.8871 0.15 0.03 -0.08
H -2.1655 -2.1064 1.4924 0.15 -0.10 0.06
H -2.9741 -2.7145 0.2189 0.00 -0.04 0.13
H 0.5448 -2.2920 -1.2775 -0.05 0.09 -0.05
H 0.4060 -2.7634 0.4364 -0.02 -0.01 -0.02
C -6.6256 -3.8802 3.6991 0.02 -0.01 -0.01
C -5.4166 -3.2916 4.4373 -0.01 0.00 0.01
C -4.3620 -2.9564 3.3790 0.04 0.09 0.07
S -5.2771 -2.5967 1.8703 -0.09 -0.12 0.27
O -4.9557 -3.6114 0.8883 0.03 0.12 -0.16
O -5.1394 -1.2068 1.5072 -0.01 0.00 -0.06
C -6.9018 -2.9426 2.5268 -0.07 -0.05 0.05
H -7.4963 -3.9614 4.3479 0.00 0.00 0.00
H -6.3815 -4.8785 3.3312 0.01 0.00 -0.01
H -5.7119 -2.3847 4.9692 -0.01 0.00 -0.02
H -5.0137 -3.9928 5.1656 0.01 -0.01 -0.02
H -3.7585 -2.0841 3.6228 -0.02 0.02 -0.03
H -3.7288 -3.8170 3.1699 -0.05 -0.01 -0.02
H -7.5032 -3.3764 1.7311 0.03 0.03 -0.04
H -7.3280 -1.9919 2.8475 0.01 0.00 0.01
C 1.7732 1.1777 -4.2431 0.06 0.08 -0.08
C 0.9419 2.2307 -4.9924 0.03 -0.04 -0.01
C 1.4345 2.2574 -6.4432 -0.06 0.10 0.05
S 2.0398 0.5985 -6.7940 -0.02 0.01 0.02
O 3.4554 0.6515 -7.0501 0.03 -0.01 -0.03
O 1.1647 -0.0624 -7.7295 -0.02 -0.02 -0.02
C 1.7776 -0.0510 -5.1455 -0.04 -0.05 0.19
H 1.3526 0.9533 -3.2647 -0.01 0.01 -0.01
H 2.7949 1.5423 -4.1045 0.01 0.00 -0.05
H -0.1141 1.9537 -4.9596 0.01 -0.03 0.00
H 1.0325 3.2173 -4.5410 -0.02 0.02 -0.03
H 0.6511 2.4813 -7.1630 0.03 0.00 -0.03
H 2.2743 2.9366 -6.5801 0.05 -0.05 0.02
H 2.5665 -0.7692 -4.9333 0.02 0.01 -0.06
H 0.8076 -0.5495 -5.1489 0.00 0.00 -0.02
C -1.0106 -7.5824 1.3574 -0.02 0.03 0.01
C -1.2883 -6.1559 0.8597 -0.01 -0.06 0.06
C -2.7966 -5.9233 0.9690 0.13 0.02 -0.08
S -3.3643 -6.9551 2.3200 0.03 -0.02 -0.02
O -4.2664 -7.9618 1.8233 -0.05 0.01 0.02
O -3.7716 -6.1204 3.4309 -0.03 -0.03 0.04
C -1.7799 -7.7182 2.6689 0.09 -0.01 -0.02
H 0.0530 -7.7633 1.5060 0.00 0.00 -0.01
H -1.3777 -8.3134 0.6341 -0.01 -0.01 0.01
H -0.7602 -5.4387 1.4915 -0.01 0.02 0.00
H -0.9469 -6.0034 -0.1630 0.01 -0.01 0.00
H -3.0660 -4.9035 1.2122 -0.01 0.05 -0.10
H -3.3345 -6.2349 0.0757 -0.05 -0.05 0.04
H -1.9580 -8.7410 2.9920 -0.04 0.01 0.00
H -1.3137 -7.1458 3.4708 -0.01 0.00 0.00
C 3.4518 3.0512 -1.0889 0.04 0.01 -0.02
C 4.6774 3.7660 -0.5050 -0.07 -0.05 -0.03
C 5.4471 4.3951 -1.6694 0.06 -0.01 0.09
S 4.2242 4.7372 -2.9454 -0.13 -0.02 0.17
O 4.4964 3.9073 -4.0951 -0.02 0.01 -0.05
O 4.0401 6.1567 -3.1002 0.04 0.02 -0.12
C 2.8270 4.0398 -2.0666 -0.07 -0.13 0.18
H 2.7402 2.7564 -0.3178 0.00 0.00 0.00
H 3.7598 2.1486 -1.6228 -0.01 0.00 -0.01
H 4.3564 4.5527 0.1789 -0.01 -0.01 -0.02
H 5.3172 3.0882 0.0577 0.01 0.03 0.02
H 5.9343 5.3282 -1.3983 0.00 0.00 -0.03
H 6.1703 3.7093 -2.1071 -0.03 0.00 -0.04
H 2.1498 3.5822 -2.7819 0.02 0.06 -0.06
H 2.3268 4.8569 -1.5471 0.02 0.02 -0.02
C 5.5708 4.7496 4.2959 0.02 0.01 -0.02
C 6.8329 5.4423 4.8292 0.00 0.00 -0.03
C 7.5734 6.0327 3.6245 0.03 -0.02 0.12
S 6.3099 6.3933 2.3924 0.00 0.01 0.02
O 6.5314 5.5448 1.2458 0.02 0.00 -0.02
O 6.1681 7.8133 2.2184 -0.01 0.02 -0.02
C 4.9292 5.7375 3.3287 -0.03 -0.05 0.07
H 4.8856 4.4807 5.0984 0.01 -0.01 0.00
H 5.8410 3.8343 3.7650 -0.01 0.00 -0.01
H 6.5479 6.2413 5.5162 -0.01 0.01 -0.01
H 7.4720 4.7511 5.3764 0.00 0.01 0.01
H 8.0961 6.9600 3.8443 0.01 0.00 -0.03
H 8.2587 5.3201 3.1696 -0.03 -0.01 -0.04
H 4.2208 5.2948 2.6322 0.02 0.03 -0.04
H 4.4682 6.5770 3.8486 0.01 0.01 -0.01
```
Positions in Å, forces in eV/Å.

Computed, not measured: 9 unconnected molecules or ions with the total composition C26H54O10S6, with ωB97M-V/def2-TZVPD.

The geometry in XYZ format:
```
96
Properties=species:S:1:pos:R:3:forces:R:3
C 3.6532 1.4861 -4.1576 0.36 0.23 -0.48
S 5.3170 1.1617 -4.8300 -0.20 -1.41 -0.62
O 5.4291 -0.3359 -4.9811 0.03 0.84 0.52
C 4.9525 1.7226 -6.5237 -0.67 1.44 0.92
H 2.9981 0.8262 -4.7244 -0.24 0.14 0.09
H 3.4368 2.5457 -4.3066 -0.17 -0.07 -0.19
H 3.5757 1.2942 -3.0932 0.29 -0.27 -0.03
H 3.9001 1.5548 -6.7529 0.16 -0.62 -0.20
H 5.6592 1.3251 -7.2394 0.04 -0.25 0.10
H 5.0220 2.8172 -6.4763 0.31 -0.06 -0.21
C 1.9373 2.6682 3.3595 -0.42 0.05 0.39
S 2.1086 2.1242 5.0801 2.08 0.37 -0.15
O 3.5314 2.5685 5.4053 -1.39 -0.61 -0.12
C 1.0571 3.3501 5.8513 -0.64 -0.48 -0.27
H 2.2503 3.7103 3.4035 -0.06 0.04 -0.31
H 0.9104 2.5484 3.0129 -0.02 0.13 0.03
H 2.6022 2.0963 2.7186 0.12 -0.12 0.21
H 1.0883 4.2832 5.2949 0.23 0.19 0.32
H 1.4027 3.3901 6.8805 0.11 0.35 -0.04
H 0.0334 2.9676 5.8582 -0.01 0.04 -0.06
C -2.2181 0.3484 -1.5646 0.44 1.29 0.91
S -3.7315 0.9774 -2.3458 -0.39 -0.68 0.05
O -4.8842 0.1013 -1.9423 0.29 0.06 -0.02
C -3.9669 2.5323 -1.4940 0.28 0.03 0.34
H -1.9984 0.8313 -0.6027 -0.58 -0.03 0.11
H -1.3748 0.7147 -2.1552 -0.02 -0.62 -0.36
H -2.2415 -0.7214 -1.3682 -0.10 -0.11 -0.57
H -4.8403 2.9770 -1.9670 0.22 0.24 -0.20
H -3.0437 3.1044 -1.6051 -0.21 0.27 -0.21
H -4.1844 2.4511 -0.4272 0.11 -0.43 -0.04
C -2.4910 -5.6597 0.6303 -0.48 -0.26 0.05
S -1.1306 -4.6168 0.0855 0.52 0.81 -0.45
O -1.6615 -3.2949 -0.4304 0.06 -0.93 0.58
C -0.3228 -4.2829 1.6988 -0.76 -0.36 -1.21
H -3.3611 -5.0462 0.8655 0.14 0.09 0.27
H -2.1864 -6.3015 1.4577 0.05 0.31 0.20
H -2.7941 -6.3554 -0.1528 0.20 0.30 -0.31
H -1.0420 -3.8250 2.3726 0.11 -0.03 0.20
H 0.5019 -3.6214 1.4482 0.06 0.00 0.27
H 0.0242 -5.2696 2.0011 0.11 0.15 0.40
C -0.3644 -1.2253 -4.2593 -0.40 -0.98 -0.50
S -0.7956 0.1720 -5.3080 -0.04 0.53 -0.93
O 0.1626 0.1823 -6.4586 0.36 0.10 0.43
C -2.3290 -0.4195 -6.0945 0.02 -0.09 1.32
H -1.2022 -1.5281 -3.6296 -0.07 0.20 0.02
H 0.4929 -1.0156 -3.6269 -0.05 0.49 -0.15
H -0.1233 -2.0626 -4.9193 0.00 0.05 -0.07
H -2.9792 -0.6197 -5.2359 -0.23 -0.43 -0.35
H -2.1009 -1.2754 -6.7242 -0.02 -0.17 0.18
H -2.8140 0.3555 -6.6816 0.42 0.28 0.01
C 0.6768 -0.5104 0.5573 0.42 0.76 1.29
S 1.7158 -0.3598 -0.9276 -0.42 2.18 -0.16
O 1.0527 0.4952 -1.9870 -0.05 -0.91 0.47
C 2.8866 0.8567 -0.2235 1.27 -0.38 -0.72
H 0.1261 0.3725 0.9024 -0.17 0.25 -0.98
H 1.4102 -0.5379 1.3731 0.09 -0.77 -0.12
H 0.0057 -1.3622 0.6254 0.19 -0.19 -0.54
H 3.4475 0.3537 0.5645 -0.19 0.47 0.42
H 2.5710 1.8941 -0.0883 -1.02 -0.48 0.85
H 3.6416 1.1012 -0.9829 -0.08 -0.89 -0.28
C -0.9392 3.9859 0.9420 0.66 -0.12 0.64
C -0.2833 3.5731 -0.2235 -0.70 0.16 0.65
C -0.5341 4.2855 -1.3727 0.71 0.30 -0.62
C -1.2992 5.4516 -1.3546 0.10 0.13 -0.25
C -1.8375 5.9205 -0.1784 0.00 -0.67 0.89
C -1.6221 5.1755 1.0030 -1.00 0.58 -1.03
H -0.8884 3.4213 1.8669 0.23 -0.17 -0.14
H 0.3933 2.7316 -0.1994 -0.19 -0.22 -0.23
H -0.0512 3.9902 -2.2982 -0.08 -0.06 0.00
H -1.4242 6.0301 -2.2619 -0.09 -0.16 -0.08
H -2.4847 6.7866 -0.1612 0.20 0.17 0.01
H -2.1021 5.4979 1.9172 0.07 -0.07 0.08
O -4.1916 1.9515 1.9475 0.02 0.22 0.32
C -4.1286 0.7740 1.7512 0.53 0.15 -1.35
O -2.9845 0.0683 1.9710 -0.42 -0.54 -0.21
C -3.2814 -1.3298 1.7550 0.67 -1.34 0.11
C -4.5153 -1.4766 0.8826 -0.67 1.09 1.13
C -5.1803 -0.1346 1.1730 -0.83 0.12 0.34
H -3.4309 -1.7926 2.7337 -0.14 0.15 0.12
H -2.4670 -1.8855 1.2889 0.43 0.64 0.02
H -5.1837 -2.2384 1.2804 0.29 -0.43 -0.39
H -4.3251 -1.5758 -0.1811 0.10 -0.14 0.04
H -5.8935 -0.1414 2.0094 -0.21 -0.50 -0.21
H -5.7168 0.2187 0.2946 0.29 0.58 0.12
O 2.2838 -2.6731 2.9046 -0.42 0.71 -0.63
C 3.0011 -3.4025 3.5048 0.89 -0.12 0.95
O 4.1275 -2.9801 4.1530 -0.76 0.07 0.18
C 4.6485 -4.0558 4.9721 1.17 0.47 -1.27
C 4.2098 -5.3074 4.2266 0.03 -0.67 2.13
C 2.8437 -4.8775 3.7325 0.20 -0.56 -0.80
H 4.3680 -3.9471 6.0173 -0.34 0.01 -0.08
H 5.7286 -3.9712 4.8585 0.02 0.17 0.53
H 4.1404 -6.1165 4.9626 -0.12 -0.07 -0.22
H 5.0423 -5.5952 3.5904 -0.64 0.10 -0.90
H 2.0924 -5.0224 4.5110 0.00 -0.02 0.01
H 2.4862 -5.3539 2.8210 0.01 -0.02 0.04
```
Positions in Å, forces in eV/Å.

Number 1: largest force on an atom 0.36 eV/Å, lowest unoccupied orbital energy 0.17 eV. Number 2: largest force on an atom 2.24 eV/Å, lowest unoccupied orbital energy 0.05 eV.